# 1
{
  "formula": "C43H47N6O3PRu",
  "method": "wB97M-V/def2-TZVPD",
  "species": ["Ru", "N", "C", "C", "C", "C", "C", "C", "C", "C", "C", "C", "C", "C", "N", "C", "C", "C", "C", "N", "H", "H", "H", "H", "H", "H", "H", "H", "H", "H", "C", "C", "C", "C", "C", "C", "N", "N", "C", "C", "C", "C", "C", "C", "H", "H", "H", "H", "H", "H", "H", "H", "H", "C", "N", "C", "C", "C", "C", "C", "C", "C", "C", "H", "H", "H", "H", "H", "H", "H", "H", "H", "H", "H", "H", "H", "C", "C", "O", "P", "O", "C", "C", "O", "C", "C", "H", "H", "H", "H", "H", "H", "H", "H", "H", "H", "H", "H", "H", "H", "H"],
  "xyz": [[0.7214, -0.5197, 0.0168], [-6.0505, 3.6001, 6.8261], [-5.3136, 3.1864, 6.0529], [-4.3932, 2.6778, 5.1072], [-3.0264, 2.8859, 5.2912], [-2.1291, 2.4070, 4.3576], [-2.5875, 1.7117, 3.2441], [-3.9505, 1.4933, 3.0727], [-4.8548, 1.9775, 3.9933], [-1.6379, 1.1241, 2.2738], [-1.0662, 1.9910, 1.3341], [-1.4174, 3.3585, 1.1863], [-0.7059, 3.8359, 0.1087], [0.0576, 2.7591, -0.3608], [-0.1457, 1.6583, 0.3652], [-1.4601, -0.2497, 2.4036], [-2.0618, -1.0598, 3.4138], [-1.5904, -2.3360, 3.2296], [-0.7263, -2.2775, 2.1228], [-0.6510, -1.0484, 1.6224], [-2.6822, 3.4085, 6.1707], [-1.0678, 2.5476, 4.5017], [-4.2859, 0.9341, 2.2126], [-5.9117, 1.8047, 3.8656], [-2.1270, 3.8897, 1.7901], [-0.7379, 4.8217, -0.3091], [0.7161, 2.7602, -1.2157], [-2.7320, -0.7136, 4.1769], [-1.8182, -3.2098, 3.8088], [-0.1715, -3.1000, 1.7026], [-2.9415, 3.0860, -3.5707], [-1.8339, 2.8780, -4.3821], [-0.8665, 1.9673, -4.0273], [-0.9914, 1.2268, -2.8324], [-2.1247, 1.4372, -2.0275], [-3.0815, 2.3539, -2.3984], [-0.0466, 0.3449, -2.4231], [1.0058, 0.1387, -3.1393], [2.0790, -0.5199, -2.6864], [3.0944, -0.8069, -3.6267], [4.2068, -1.5271, -3.2634], [4.3493, -1.9782, -1.9568], [3.3678, -1.6821, -1.0180], [2.2373, -0.9400, -1.3254], [-3.6869, 3.8136, -3.8486], [-1.7272, 3.4346, -5.3019], [-0.0014, 1.7937, -4.6493], [-2.2198, 0.8714, -1.1123], [-3.9494, 2.5081, -1.7750], [2.9550, -0.4736, -4.6445], [4.9613, -1.7612, -3.9977], [5.2070, -2.5672, -1.6736], [3.5052, -2.0449, -0.0047], [2.8080, 3.6893, 1.5893], [3.5643, 3.2103, 0.4181], [4.9868, 3.5959, 0.4731], [3.3851, 1.7326, 0.1785], [3.2895, 0.8263, 1.3848], [4.2278, 0.8665, 2.4128], [4.2106, -0.0611, 3.4358], [3.2823, -1.0849, 3.4017], [2.3535, -1.1284, 2.3768], [2.2912, -0.1613, 1.3701], [2.9830, 4.7540, 1.7377], [3.1189, 3.1414, 2.4765], [1.7431, 3.5226, 1.4252], [3.1638, 3.6841, -0.3987], [5.4625, 3.1416, 1.3379], [5.0938, 4.6775, 0.5426], [5.4954, 3.2492, -0.4248], [4.2259, 1.4023, -0.4379], [2.4611, 1.5817, -0.3956], [5.0079, 1.6114, 2.4285], [4.9339, 0.0018, 4.2333], [3.2876, -1.8533, 4.1595], [1.6577, -1.9593, 2.3647], [0.2504, -4.5453, -3.9546], [0.6584, -3.2022, -3.3736], [-0.4857, -2.4942, -2.9000], [-0.5868, -1.9614, -1.3809], [-0.4213, -3.3198, -0.5126], [-1.3709, -4.3905, -0.5349], [-0.7150, -5.6623, -0.0312], [-2.1572, -1.6793, -1.3112], [-3.0612, -1.5624, -2.4163], [-3.8387, -2.8496, -2.6310], [1.1272, -5.0127, -4.3922], [-0.4973, -4.4102, -4.7314], [-0.1450, -5.2019, -3.1830], [1.1209, -2.5769, -4.1427], [1.3713, -3.3519, -2.5552], [-1.7420, -4.5248, -1.5537], [-2.2121, -4.1120, 0.1063], [0.1246, -5.9403, -0.6635], [-1.4490, -6.4645, -0.0369], [-0.3469, -5.5262, 0.9826], [-2.5111, -1.2937, -3.3201], [-3.7424, -0.7456, -2.1608], [-3.1674, -3.6506, -2.9284], [-4.5655, -2.6965, -3.4235], [-4.3616, -3.1369, -1.7213]],
  "lumo_energy_ha": [-0.114, -0.169],
  "total_charge": 1,
  "orbital_gap_ha": [0.2126, 0.1988],
  "spin_multiplicity": 6
}

# 2
{
  "formula": "C11H44N22O11",
  "method": "wB97M-V/def2-TZVPD",
  "species": ["N", "C", "N", "O", "H", "H", "H", "H", "N", "C", "N", "O", "H", "H", "H", "H", "N", "C", "N", "O", "H", "H", "H", "H", "N", "C", "N", "O", "H", "H", "H", "H", "N", "C", "N", "O", "H", "H", "H", "H", "N", "C", "N", "O", "H", "H", "H", "H", "N", "C", "N", "O", "H", "H", "H", "H", "N", "C", "N", "O", "H", "H", "H", "H", "N", "C", "N", "O", "H", "H", "H", "H", "N", "C", "N", "O", "H", "H", "H", "H", "N", "C", "N", "O", "H", "H", "H", "H"],
  "xyz": [[8.3076, -3.6210, 1.0085], [7.5943, -2.9477, 0.1458], [6.5745, -2.4482, 0.7611], [7.7874, -2.8342, -1.0239], [8.0886, -3.7831, 1.9811], [9.1001, -4.1975, 0.7644], [6.4311, -2.9783, 1.6087], [5.8613, -1.9584, 0.2399], [-4.7546, -5.0038, 2.2393], [-3.5863, -4.4707, 2.3419], [-3.2856, -4.2298, 3.5831], [-2.9842, -4.0956, 1.3670], [-5.3507, -5.0047, 1.4239], [-5.0747, -5.5292, 3.0402], [-2.3866, -3.8764, 3.8780], [-3.9679, -4.4635, 4.2902], [-1.1295, 7.1065, -0.2075], [0.1797, 7.0800, -0.3152], [0.6283, 8.1770, 0.2253], [0.8065, 6.2795, -1.0222], [-1.7421, 6.3493, -0.4748], [-1.5950, 7.9072, 0.1953], [-0.0423, 8.6980, 0.7721], [1.6227, 8.3214, 0.3268], [3.6510, -5.5749, 1.1929], [2.5261, -4.9250, 1.0174], [1.4955, -5.4226, 1.6159], [2.4051, -4.1158, 0.0693], [3.9504, -6.0587, 2.0274], [4.3259, -5.3811, 0.4669], [0.6535, -4.9285, 1.3570], [1.7278, -5.8157, 2.5168], [1.6426, 1.8613, 5.1896], [2.7765, 2.4118, 5.2076], [3.4674, 2.2341, 4.1356], [3.2162, 3.1957, 6.0044], [0.8979, 2.1401, 5.8124], [1.4812, 1.2296, 4.4182], [4.2039, 2.8819, 3.8947], [3.0531, 1.7133, 3.3758], [-1.3037, -7.3614, -1.9523], [-1.2194, -6.9185, -3.1240], [-1.6447, -5.6992, -3.1690], [-0.8817, -7.5265, -4.1273], [-1.7677, -6.9018, -1.1819], [-0.9102, -8.2802, -1.8079], [-1.5733, -5.2549, -2.2648], [-1.4854, -5.2619, -4.0654], [0.6513, 1.6530, -0.5316], [0.8293, 0.5252, 0.1441], [-0.1058, -0.3743, -0.1035], [1.6903, 0.3790, 0.9859], [1.4851, 2.2220, -0.5641], [-0.2331, 1.9072, -0.9480], [0.1594, -1.3384, 0.0386], [-0.5974, -0.0669, -0.9305], [4.1469, 7.1880, -4.1044], [4.4928, 5.8897, -4.2646], [3.9239, 5.0719, -3.4393], [5.1456, 5.3985, -5.1757], [4.5930, 7.8519, -4.7211], [3.8106, 7.5832, -3.2379], [4.1341, 4.0972, -3.2784], [3.2761, 5.4745, -2.7772], [-4.0728, 3.6754, -2.9630], [-2.9752, 3.5458, -2.3722], [-1.8900, 3.5951, -3.1261], [-2.8551, 3.4299, -1.1747], [-4.8842, 3.8691, -2.3936], [-4.2371, 3.6561, -3.9593], [-1.9441, 3.7820, -4.1171], [-1.0397, 3.8416, -2.6400], [-6.7846, -2.9641, -3.7051], [-6.0441, -3.2328, -2.6487], [-5.1473, -2.3183, -2.4383], [-6.2446, -4.1531, -1.8522], [-7.5099, -3.5087, -4.1497], [-6.3420, -2.2702, -4.2904], [-5.6130, -1.4247, -2.5068], [-4.5394, -2.5773, -1.6744], [-2.7883, 3.4587, 3.2615], [-2.7870, 2.1844, 3.6577], [-2.8895, 1.3828, 2.6682], [-2.9304, 1.7861, 4.7996], [-2.8715, 4.1820, 3.9616], [-2.5819, 3.6774, 2.2973], [-3.1652, 0.4155, 2.7605], [-3.0355, 1.7874, 1.7544]],
  "lumo_energy_ha": -0.007,
  "e_above_lowest_ev": 8.7121,
  "total_charge": 0,
  "orbital_gap_ha": 0.3253
}

# 3
{
  "formula": "C3H4ClNO3",
  "method": "wB97M-V/def2-TZVPD",
  "species": ["C", "C", "C", "N", "O", "O", "O", "Cl", "H", "H", "H", "H"],
  "xyz": [[-1.0174, -0.6623, -0.1454], [1.2641, 0.2046, 0.0445], [-1.9768, 0.4307, -0.1423], [2.5594, -0.3953, -0.0139], [2.5092, -1.6005, -0.1016], [3.5251, 0.3313, 0.0541], [0.2892, -0.6703, 0.0742], [1.1616, 1.9729, 0.0123], [-1.4307, -1.6683, 0.1655], [-2.4636, 0.4243, 0.8893], [-2.8296, 0.1351, -0.6387], [-1.5905, 1.4978, -0.1979]],
  "lumo_energy_ha": [-0.013, -0.039],
  "e_above_lowest_ev": 5.3303,
  "total_charge": 0,
  "orbital_gap_ha": [0.3003, 0.2675]
}

# 4
{
  "formula": "C3H11NO3",
  "method": "wB97M-V/def2-TZVPD",
  "species": ["N", "C", "C", "O", "C", "O", "H", "H", "H", "H", "H", "H", "H", "H", "H", "O", "H", "H"],
  "xyz": [[0.7080, -0.6534, 0.8919], [0.0586, 0.5440, 0.2570], [-1.0052, 1.1326, 1.1896], [-2.1972, 0.2372, 1.1869], [1.0179, 1.6000, -0.2638], [2.0195, 1.0006, -1.2649], [0.0979, -1.2759, 1.4327], [1.1247, -1.2518, 0.2935], [-0.4241, 0.1399, -0.6695], [-1.3698, 2.0129, 0.6815], [-0.7347, 1.3853, 2.1271], [-2.9556, 0.7575, 1.5310], [1.5676, 1.9155, 0.6228], [0.4537, 2.4617, -0.7771], [1.9283, 0.0194, -0.8593], [0.1013, -3.2867, -1.7788], [0.3821, -3.7618, -2.6503], [-0.7729, -2.9768, -1.9502]],
  "lumo_energy_ha": 0.024,
  "e_above_lowest_ev": 2.9998,
  "total_charge": 0,
  "orbital_gap_ha": 0.3666
}

# 5
{
  "formula": "C23H59N5O6",
  "method": "wB97M-V/def2-TZVPD",
  "species": ["C", "C", "C", "C", "C", "C", "C", "C", "C", "N", "N", "N", "C", "C", "O", "N", "C", "C", "N", "H", "H", "H", "H", "H", "H", "H", "H", "H", "H", "H", "H", "H", "H", "H", "H", "H", "H", "H", "H", "H", "H", "H", "H", "H", "H", "H", "H", "H", "C", "C", "O", "H", "H", "H", "H", "H", "H", "C", "C", "O", "H", "H", "H", "H", "H", "H", "C", "C", "O", "H", "H", "H", "H", "H", "H", "C", "C", "O", "H", "H", "H", "H", "H", "H", "C", "C", "O", "H", "H", "H", "H", "H", "H"],
  "xyz": [[-1.7621, 1.0665, -2.5354], [-1.7474, 0.5178, -3.9649], [-0.6910, -0.5678, -4.2035], [0.7575, -0.1401, -3.8783], [1.5304, -1.1051, -2.9509], [1.7494, -0.5984, -1.5093], [3.1104, 0.0834, -1.2066], [3.0148, 0.8477, 0.1376], [2.7088, 0.1933, 1.5307], [1.6044, 0.9774, 2.0939], [3.8746, 0.2211, 2.4266], [2.2320, -1.1764, 1.5575], [3.4323, 1.1339, -2.2835], [4.3580, 0.4704, -3.2611], [4.7391, 0.9140, -4.3098], [4.7773, -0.7360, -2.7406], [4.2419, -0.9821, -1.3951], [5.3765, -1.1020, -0.3866], [6.2176, 0.1026, -0.3341], [-1.7128, 0.2502, -1.8047], [-0.9122, 1.7306, -2.3418], [-2.6605, 1.6584, -2.3411], [-2.7334, 0.0867, -4.1799], [-1.6105, 1.3401, -4.6798], [-0.7480, -0.8867, -5.2509], [-0.9633, -1.4448, -3.6013], [0.7318, 0.8493, -3.4107], [1.3107, -0.0097, -4.8139], [2.4874, -1.3797, -3.4045], [0.9612, -2.0418, -2.8883], [0.9478, 0.1088, -1.2489], [1.6325, -1.4488, -0.8353], [2.1897, 1.5489, -0.0369], [3.9200, 1.4603, 0.2414], [1.9216, 1.9296, 2.2580], [1.4245, 0.5878, 3.0179], [4.3528, -0.6667, 2.4853], [4.5241, 0.9667, 2.2131], [1.3026, -1.2236, 1.1608], [2.8454, -1.8402, 1.0945], [4.0245, 1.9547, -1.8583], [2.5614, 1.5930, -2.7537], [5.7700, -0.8839, -2.8705], [3.7643, -1.9723, -1.4175], [5.9938, -1.9449, -0.7274], [4.9940, -1.4013, 0.5901], [6.0896, 0.5935, 0.5434], [7.2003, -0.1394, -0.3712], [1.8924, -5.4122, 0.3638], [2.9247, -4.4919, -0.2607], [3.7234, -3.8134, 0.7134], [1.2542, -4.8625, 1.0557], [1.2714, -5.8669, -0.4093], [2.3723, -6.2115, 0.9318], [2.4399, -3.6981, -0.8304], [3.5636, -5.0500, -0.9523], [4.1323, -4.4820, 1.2736], [-5.7148, 2.9134, 0.9904], [-4.8247, 2.2324, -0.0282], [-3.9436, 3.1392, -0.6866], [-6.2997, 3.7025, 0.5151], [-6.3884, 2.1865, 1.4431], [-5.1157, 3.3731, 1.7804], [-5.4229, 1.7842, -0.8217], [-4.2525, 1.4286, 0.4485], [-3.3900, 3.5524, -0.0131], [-8.6623, -0.5845, 3.8436], [-8.5219, 0.0274, 2.4636], [-7.1804, -0.0006, 1.9866], [-8.0162, -0.0701, 4.5551], [-9.6928, -0.5163, 4.1948], [-8.3820, -1.6404, 3.8300], [-8.7950, 1.0826, 2.4832], [-9.1888, -0.4738, 1.7542], [-6.8973, -0.9195, 1.9355], [1.3591, -3.3208, 5.0359], [0.9045, -4.7094, 4.6359], [1.9081, -5.4407, 3.9323], [1.6672, -2.7441, 4.1655], [0.5553, -2.7847, 5.5452], [2.2078, -3.3783, 5.7238], [0.0575, -4.6594, 3.9506], [0.5803, -5.2724, 5.5182], [2.6753, -5.5061, 4.5103], [-2.0863, 7.1452, -1.8564], [-3.1397, 6.3131, -1.1515], [-2.9855, 6.3164, 0.2669], [-1.0877, 6.7916, -1.5978], [-2.2075, 7.0851, -2.9388], [-2.1590, 8.1970, -1.5681], [-3.0613, 5.2680, -1.4417], [-4.1438, 6.6533, -1.4254], [-3.0635, 7.2231, 0.5802]],
  "lumo_energy_ha": 0.017,
  "e_above_lowest_ev": 0.0000,
  "total_charge": 0,
  "orbital_gap_ha": 0.3426
}

# 6
{
  "formula": "C2H6N3S",
  "method": "wB97M-V/def2-TZVPD",
  "species": ["N", "C", "N", "C", "S", "N", "H", "H", "H", "H", "H", "H"],
  "xyz": [[-0.9753, -1.0887, 1.0099], [-0.4728, -0.3588, 0.0632], [0.7059, 0.2655, 0.0485], [1.0756, 0.8093, -1.1980], [-0.4622, 1.6011, -1.7548], [-1.2672, 0.3182, -0.9447], [-1.9060, -1.5325, 0.9396], [-0.4975, -1.3448, 1.9677], [1.4528, -0.1801, 0.4663], [1.7807, 1.6702, -1.2312], [1.4720, -0.0028, -1.7464], [-2.2544, -0.0833, -1.0966]],
  "lumo_energy_ha": -0.144,
  "e_above_lowest_ev": 0.9814,
  "total_charge": 1,
  "orbital_gap_ha": 0.3333
}

# 7
{
  "formula": "C23H20Co2N3O6",
  "method": "wB97M-V/def2-TZVPD",
  "species": ["O", "C", "Co", "C", "O", "C", "O", "C", "C", "C", "C", "C", "C", "C", "C", "C", "Co", "C", "O", "C", "O", "C", "O", "H", "H", "H", "H", "H", "H", "H", "C", "C", "N", "C", "C", "C", "C", "C", "N", "C", "N", "H", "H", "H", "H", "H", "H", "H", "H", "H", "H", "H", "H", "H"],
  "xyz": [[0.7824, 4.2437, 4.1652], [0.7097, 3.4534, 3.3217], [0.7891, 2.2162, 2.0837], [2.4466, 2.3737, 1.5914], [3.5333, 2.4908, 1.2118], [1.0005, 0.6378, 2.8002], [1.2756, -0.3783, 3.2810], [0.0150, 2.6179, 0.2889], [0.4975, 3.8136, -0.3891], [0.7025, 5.0265, 0.3052], [1.3986, 6.0667, -0.3072], [1.8173, 5.9418, -1.6335], [1.5104, 4.7912, -2.3640], [0.8178, 3.7422, -1.7599], [-0.3695, 1.3332, -0.1747], [0.0011, 0.2433, -0.8562], [-1.4882, 2.0104, 1.0228], [-1.9801, 3.2607, 2.1923], [-2.4692, 4.0151, 2.9176], [-1.6769, 0.5632, 2.0387], [-1.9768, -0.3650, 2.6663], [-2.9423, 2.0395, 0.0089], [-3.8744, 2.0204, -0.6758], [0.3170, 5.1311, 1.3246], [1.6057, 6.9725, 0.2605], [2.3986, 6.7400, -2.0888], [1.8158, 4.6961, -3.4041], [0.5429, 2.8454, -2.3207], [-0.5651, -0.6732, -0.6962], [0.8744, 0.2108, -1.5203], [-2.7079, -4.6296, 2.1731], [-1.7197, -3.7200, 1.8239], [-0.7468, -4.4318, 1.1535], [0.4787, -3.8957, 0.5173], [0.2619, -3.7348, -0.9798], [1.5115, -3.3719, -1.7949], [0.9411, -2.6646, -3.0448], [-0.5300, -2.3401, -2.7097], [-0.6649, -2.6764, -1.2936], [-1.1582, -5.7494, 1.1132], [-2.3299, -5.8780, 1.7294], [-3.6282, -4.4297, 2.7063], [-1.6544, -2.6611, 2.0124], [0.7230, -2.9330, 0.9903], [1.2924, -4.6143, 0.6833], [-0.1367, -4.6958, -1.3846], [2.1418, -2.6837, -1.2134], [2.0954, -4.2684, -2.0289], [1.5124, -1.7611, -3.2843], [0.9643, -3.3348, -3.9094], [-0.7687, -1.2856, -2.8687], [-1.2111, -2.9565, -3.3232], [-1.6279, -2.8457, -1.0085], [-0.5470, -6.5189, 0.6510]],
  "lumo_energy_ha": 0.097,
  "e_above_lowest_ev": 0.0000,
  "total_charge": -1,
  "orbital_gap_ha": 0.2552
}

Record order is preserved below.
DFT total energy: -72298.227; -67429.982; -23323.973; -10920.006; -44543.023; -17469.157; -116183.979 eV